ORCA calculation (the ωB97M-V functional and the def2-TZVPD basis) on an isolated ion of composition C7H12N and charge +1 at a distorted geometry.

Geometry as ORCA input:
```
! wB97M-V def2-TZVPD RIJCOSX def2/J DEFGRID3
* xyz 1 3
C 0.82 -0.27 0.97
C -0.26 -2.20 1.92
C 1.84 0.56 0.23
C 0.58 0.34 -0.41
C 0.63 -0.54 -1.73
C -1.91 1.04 -0.06
C -0.42 1.43 -0.33
N 0.40 -1.24 1.50
H 0.00 -3.24 1.79
H -1.15 -2.13 2.67
H 2.00 1.50 0.62
H 2.78 0.08 -0.06
H 1.00 -1.55 -1.61
H 1.42 -0.07 -2.40
H -0.22 -0.48 -2.23
H -2.20 0.22 -0.72
H -2.67 1.83 -0.29
H -2.22 0.65 0.83
H 0.00 1.99 0.55
H -0.42 2.10 -1.26
*
```

As for the electronic energy: -8929.430 eV. The expectation value of S² is 2.02. As for the energy above the lowest of the compared OMol25 structures with the same formula, charge and spin: 81.9 kcal per mole. As for the frontier orbital gap (spin up / spin down): 6.927 / 7.582 eV. The highest occupied orbital energy (spin up / spin down) comes out at -11.2 / -15.8 eV.

ORCA calculation (the ωB97M-V functional and the def2-TZVPD basis) on one molecule with the formula C2H6N2 at a distorted geometry.

Geometry as ORCA input:
```
! wB97M-V def2-TZVPD RIJCOSX def2/J DEFGRID3
* xyz 0 1
H -0.63 1.00 1.24
N -0.77 0.09 1.57
C -0.26 -0.79 0.78
N 0.14 -0.72 -0.43
C 0.35 0.63 -0.85
H -0.27 -1.78 1.21
H 0.20 -1.80 -0.81
H 0.96 0.78 -1.82
H -0.60 1.24 -0.79
H 0.89 1.34 -0.09
*
```

As for the electronic energy: -5149.460 eV. Its SMILES is [H]/N=C\NC. As for the energy above the lowest of the compared OMol25 structures with the same formula, charge and spin: 56.7 kcal per mole. As for the frontier orbital gap: 9.657 eV. The highest occupied orbital energy comes out at -8.9 eV.